Entry w
{
  "formula": "C6H14O",
  "method": "ωB97M-V/def2-TZVPD",
  "gap_ev": 9.7751,
  "e_homo_ev": -9.006,
  "lumo_energy_ev": 0.769,
  "smiles": "CCC=C(C)C.O",
  "symbols": ["C", "C", "C", "C", "C", "C", "H", "H", "H", "H", "H", "H", "H", "H", "H", "H", "H", "H", "O", "H", "H"],
  "xyz": [[-2.06, -2.03, 0.28], [-1.91, -0.78, -0.53], [-0.44, -0.23, -0.49], [0.09, 0.72, 0.22], [1.64, 1.00, 0.15], [-0.64, 1.64, 1.16], [-2.32, -2.00, 1.36], [-1.11, -2.58, 0.17], [-2.85, -2.58, -0.25], [-2.10, -1.01, -1.60], [-2.61, 0.02, -0.23], [0.25, -0.73, -1.18], [2.02, 1.17, 1.17], [1.77, 1.92, -0.44], [2.23, 0.19, -0.32], [-1.64, 1.75, 0.70], [-0.16, 2.63, 1.19], [-0.78, 1.29, 2.20], [3.65, -0.37, -0.89], [4.04, 0.49, -1.17], [2.90, -0.51, -1.51]]
}

Entry x
{
  "formula": "C6H14O",
  "method": "ωB97M-V/def2-TZVPD",
  "gap_ev": 10.8590,
  "e_homo_ev": -9.915,
  "lumo_energy_ev": 0.944,
  "smiles": "C=CCCCC.O",
  "symbols": ["C", "C", "C", "C", "C", "C", "H", "H", "H", "H", "H", "H", "H", "H", "H", "H", "H", "H", "O", "H", "H"],
  "xyz": [[1.53, 2.56, 0.43], [0.74, 1.61, 0.16], [1.13, 0.07, -0.21], [0.08, -1.09, -0.23], [-0.82, -0.98, 1.03], [-1.12, -2.39, 1.51], [2.65, 2.69, 0.33], [1.22, 3.66, 0.51], [-0.36, 1.79, -0.06], [1.27, 0.08, -1.26], [2.00, -0.31, 0.31], [-0.57, -1.04, -1.17], [0.52, -2.01, -0.28], [-1.75, -0.63, 0.52], [-0.43, -0.32, 1.84], [-1.99, -2.22, 2.16], [-0.36, -3.00, 2.21], [-1.21, -3.10, 0.64], [-1.08, 1.72, -2.92], [-0.71, 1.05, -3.35], [-0.74, 1.85, -2.15]]
}

Entry y
{
  "formula": "C6H14O",
  "method": "ωB97M-V/def2-TZVPD",
  "gap_ev": 9.2593,
  "e_homo_ev": -8.570,
  "lumo_energy_ev": 0.690,
  "smiles": "C/C=C(\\C)CC.O",
  "symbols": ["C", "C", "C", "C", "C", "C", "H", "H", "H", "H", "H", "H", "H", "H", "H", "H", "H", "H", "O", "H", "H"],
  "xyz": [[2.22, -1.39, 1.08], [1.24, -0.37, 0.54], [-0.09, -0.50, 0.51], [-0.78, -1.44, 1.46], [-0.93, 0.31, -0.50], [-2.41, 0.48, -0.26], [3.20, -0.95, 1.21], [2.32, -2.15, 0.31], [1.79, -1.84, 1.97], [1.70, 0.54, 0.16], [-0.22, -1.58, 2.38], [-1.76, -1.06, 1.75], [-0.97, -2.43, 1.04], [-0.37, 1.25, -0.54], [-0.61, -0.18, -1.42], [-2.98, 0.64, -1.17], [-2.85, -0.40, 0.22], [-2.53, 1.30, 0.43], [1.37, 3.49, -3.38], [0.64, 3.45, -2.74], [2.01, 2.85, -3.04]]
}

Entry z
{
  "formula": "C6H14O",
  "method": "ωB97M-V/def2-TZVPD",
  "gap_ev": 11.2263,
  "e_homo_ev": -10.147,
  "lumo_energy_ev": 1.079,
  "smiles": "CCCCCCO",
  "symbols": ["C", "C", "C", "C", "C", "C", "O", "H", "H", "H", "H", "H", "H", "H", "H", "H", "H", "H", "H", "H", "H"],
  "xyz": [[3.06, -0.99, -1.07], [1.56, -1.26, -0.91], [0.82, -0.02, -0.41], [-0.68, -0.22, -0.18], [-1.31, 1.00, 0.51], [-2.73, 0.80, 1.07], [-2.82, 1.20, 2.43], [3.60, -1.88, -1.41], [3.50, -0.68, -0.12], [3.24, -0.19, -1.80], [1.14, -1.59, -1.87], [1.41, -2.08, -0.20], [1.27, 0.30, 0.54], [0.97, 0.82, -1.11], [-0.84, -1.10, 0.45], [-1.19, -0.43, -1.14], [-0.69, 1.25, 1.38], [-1.26, 1.86, -0.18], [-3.48, 1.34, 0.48], [-3.01, -0.26, 1.06], [-2.56, 2.13, 2.47]]
}

Which is most stable, and by how much? entry z, by 0.949 eV.

Entry w
{
  "formula": "C6H14O",
  "method": "ωB97M-V/def2-TZVPD",
  "gap_ev": 9.6117,
  "e_homo_ev": -8.427,
  "lumo_energy_ev": 1.185,
  "smiles": "C/C=C/OCCC.[H][H]",
  "symbols": ["C", "C", "C", "O", "C", "C", "C", "H", "H", "H", "H", "H", "H", "H", "H", "H", "H", "H", "H", "H", "H"],
  "xyz": [[-3.73, 0.01, 0.69], [-2.39, -0.67, 0.75], [-1.24, -0.04, 0.53], [-0.03, -0.65, 0.65], [1.03, 0.00, -0.02], [2.33, -0.71, 0.33], [3.53, -0.06, -0.36], [-3.63, 1.05, 0.38], [-4.39, -0.49, -0.03], [-4.23, -0.01, 1.66], [-2.35, -1.73, 1.01], [-1.20, 1.02, 0.26], [1.08, 1.06, 0.28], [0.87, -0.03, -1.11], [2.24, -1.76, 0.04], [2.45, -0.69, 1.42], [3.63, 1.00, -0.06], [3.42, -0.09, -1.45], [4.46, -0.57, -0.09], [-1.26, 1.83, -2.42], [-0.58, 1.52, -2.45]]
}

Entry x
{
  "formula": "C6H14O",
  "method": "ωB97M-V/def2-TZVPD",
  "gap_ev": 9.2115,
  "e_homo_ev": -8.268,
  "lumo_energy_ev": 0.943,
  "symbols": ["C", "C", "C", "C", "C", "O", "C", "H", "H", "H", "H", "H", "H", "H", "H", "H", "H", "H", "H", "H", "H"],
  "xyz": [[-2.97, 0.65, 0.09], [-1.83, -0.31, 0.46], [-0.75, -0.40, -0.62], [0.47, -1.22, -0.19], [1.72, -1.04, -0.84], [2.47, -0.15, 0.73], [2.51, 1.26, 0.60], [-3.76, 0.66, 0.86], [-3.44, 0.35, -0.86], [-2.60, 1.68, -0.03], [-1.37, 0.02, 1.41], [-2.24, -1.32, 0.65], [-1.21, -0.83, -1.53], [-0.43, 0.62, -0.90], [0.24, -2.24, 0.13], [1.27, -0.59, 0.78], [2.46, -1.84, -0.88], [1.86, -0.23, -1.56], [3.42, 1.56, 0.04], [2.56, 1.72, 1.60], [1.63, 1.66, 0.07]]
}

Which is most stable, and by how much? entry w, by 1.786 eV.

Entry w
{
  "formula": "C6H14O",
  "method": "ωB97M-V/def2-TZVPD",
  "gap_ev": 11.8453,
  "e_homo_ev": -10.872,
  "lumo_energy_ev": 0.973,
  "smiles": "C[C@H]1C[C@@H](C)C1.O",
  "symbols": ["C", "C", "C", "C", "C", "C", "H", "H", "H", "H", "H", "H", "H", "H", "H", "H", "H", "H", "O", "H", "H"],
  "xyz": [[-2.49, -0.05, -1.28], [-1.10, -0.30, -0.76], [-0.62, -0.21, 0.70], [0.86, 0.00, 0.00], [2.17, 0.76, 0.33], [0.03, 0.67, -1.09], [-3.22, -0.76, -0.88], [-2.44, -0.20, -2.37], [-2.82, 0.97, -1.10], [-0.79, -1.30, -1.08], [-0.95, -1.08, 1.29], [-0.99, 0.69, 1.20], [1.16, -1.00, -0.35], [2.11, 1.51, 1.12], [2.46, 1.30, -0.59], [3.01, 0.09, 0.53], [-0.24, 1.66, -0.70], [0.41, 0.76, -2.10], [1.21, -1.57, 2.51], [0.41, -1.09, 2.29], [1.90, -0.95, 2.27]]
}

Entry x
{
  "formula": "C6H14O",
  "method": "ωB97M-V/def2-TZVPD",
  "gap_ev": 11.2567,
  "e_homo_ev": -10.307,
  "lumo_energy_ev": 0.950,
  "smiles": "CCCCCCO",
  "symbols": ["C", "C", "C", "C", "C", "C", "O", "H", "H", "H", "H", "H", "H", "H", "H", "H", "H", "H", "H", "H", "H"],
  "xyz": [[-2.75, -1.30, -1.13], [-1.27, -0.94, -1.20], [-0.62, 0.16, -0.35], [0.88, 0.09, -0.57], [1.87, 0.09, 0.62], [1.45, 1.18, 1.63], [2.66, 1.67, 2.31], [-3.03, -1.71, -0.15], [-3.02, -1.86, -2.02], [-3.33, -0.38, -1.33], [-0.79, -1.91, -1.08], [-1.03, -0.59, -2.21], [-1.00, 0.07, 0.70], [-0.97, 1.15, -0.62], [1.17, 0.95, -1.21], [1.20, -0.71, -1.24], [2.85, 0.07, 0.15], [1.65, -0.79, 1.24], [1.00, 2.03, 1.08], [0.84, 0.61, 2.33], [2.26, 2.13, 3.05]]
}

Which is most stable, and by how much? entry x, by 0.186 eV.

Entry w
{
  "formula": "C6H14O",
  "method": "ωB97M-V/def2-TZVPD",
  "gap_ev": 10.7710,
  "e_homo_ev": -9.649,
  "lumo_energy_ev": 1.122,
  "smiles": "CCCCCOC",
  "symbols": ["C", "C", "C", "C", "C", "O", "C", "H", "H", "H", "H", "H", "H", "H", "H", "H", "H", "H", "H", "H", "H"],
  "xyz": [[-3.34, 0.15, -0.31], [-2.09, -0.33, 0.42], [-0.83, -0.17, -0.43], [0.46, -0.50, 0.32], [1.68, -0.42, -0.59], [2.90, -0.50, 0.13], [3.35, 0.76, 0.55], [-4.24, 0.04, 0.30], [-3.49, -0.41, -1.24], [-3.25, 1.21, -0.58], [-1.97, 0.24, 1.36], [-2.21, -1.38, 0.72], [-0.92, -0.81, -1.32], [-0.78, 0.86, -0.80], [0.41, -1.51, 0.76], [0.58, 0.20, 1.16], [1.67, -1.25, -1.31], [1.65, 0.52, -1.17], [3.68, 1.37, -0.30], [4.19, 0.60, 1.22], [2.58, 1.32, 1.10]]
}

Entry x
{
  "formula": "C6H14O",
  "method": "ωB97M-V/def2-TZVPD",
  "gap_ev": 10.9351,
  "e_homo_ev": -9.830,
  "lumo_energy_ev": 1.105,
  "smiles": "CCCCCOC",
  "symbols": ["C", "C", "C", "C", "C", "O", "C", "H", "H", "H", "H", "H", "H", "H", "H", "H", "H", "H", "H", "H", "H"],
  "xyz": [[2.69, -0.45, 0.14], [2.18, 0.98, -0.08], [0.81, 1.00, -0.80], [-0.45, 1.07, 0.10], [-1.27, -0.18, -0.12], [-2.41, -0.17, 0.69], [-3.14, -1.36, 0.57], [3.73, -0.46, 0.50], [2.67, -1.04, -0.79], [2.08, -0.99, 0.88], [2.13, 1.50, 0.89], [2.92, 1.53, -0.68], [0.78, 1.79, -1.56], [0.78, 0.06, -1.36], [-1.07, 1.94, -0.12], [-0.20, 1.14, 1.16], [-1.56, -0.27, -1.19], [-0.64, -1.06, 0.11], [-3.47, -1.53, -0.46], [-4.02, -1.27, 1.21], [-2.54, -2.23, 0.90]]
}

Which is most stable, and by how much? entry w, by 0.191 eV.

Entry w
{
  "formula": "C6H14O",
  "method": "ωB97M-V/def2-TZVPD",
  "gap_ev": 11.4017,
  "e_homo_ev": -10.427,
  "lumo_energy_ev": 0.975,
  "smiles": "C1CCCC1.CO",
  "symbols": ["C", "C", "C", "C", "C", "H", "H", "H", "H", "H", "H", "H", "H", "H", "H", "C", "O", "H", "H", "H", "H"],
  "xyz": [[1.65, 1.35, -0.02], [2.50, 0.17, 0.50], [1.46, -0.80, 1.07], [0.34, -0.75, 0.03], [0.27, 0.73, -0.38], [2.11, 1.86, -0.87], [1.53, 2.10, 0.77], [3.03, -0.31, -0.33], [3.25, 0.49, 1.23], [1.10, -0.43, 2.04], [1.86, -1.81, 1.23], [0.63, -1.36, -0.84], [-0.62, -1.13, 0.40], [-0.53, 1.25, 0.18], [0.03, 0.85, -1.44], [-3.21, -0.53, -0.89], [-3.03, -0.34, 0.50], [-2.26, -0.72, -1.41], [-3.71, 0.32, -1.37], [-3.85, -1.41, -1.01], [-2.52, 0.47, 0.62]]
}

Entry x
{
  "formula": "C6H14O",
  "method": "ωB97M-V/def2-TZVPD",
  "gap_ev": 10.9435,
  "e_homo_ev": -9.808,
  "lumo_energy_ev": 1.136,
  "smiles": "CCCCCOC",
  "symbols": ["C", "C", "C", "C", "C", "O", "C", "H", "H", "H", "H", "H", "H", "H", "H", "H", "H", "H", "H", "H", "H"],
  "xyz": [[1.57, -0.42, 0.80], [0.55, -1.47, 1.25], [-0.46, -1.82, 0.16], [-1.43, -0.70, -0.24], [-0.86, 0.54, -0.96], [-0.52, 1.56, -0.04], [0.18, 2.63, -0.64], [2.35, -0.25, 1.55], [1.07, 0.53, 0.63], [2.06, -0.74, -0.13], [1.07, -2.38, 1.56], [0.02, -1.10, 2.14], [0.08, -2.18, -0.72], [-1.07, -2.67, 0.51], [-1.99, -0.35, 0.64], [-2.17, -1.14, -0.92], [0.02, 0.25, -1.56], [-1.61, 0.94, -1.65], [1.13, 2.29, -1.09], [0.42, 3.36, 0.14], [-0.42, 3.13, -1.42]]
}

Entry y
{
  "formula": "C6H14O",
  "method": "ωB97M-V/def2-TZVPD",
  "gap_ev": 11.2185,
  "e_homo_ev": -10.246,
  "lumo_energy_ev": 0.972,
  "smiles": "CC(C)C[C@@H](C)O",
  "symbols": ["C", "C", "C", "C", "C", "C", "O", "H", "H", "H", "H", "H", "H", "H", "H", "H", "H", "H", "H", "H", "H"],
  "xyz": [[-1.58, -0.69, -1.09], [-1.13, -0.32, 0.32], [-2.23, 0.45, 1.05], [0.17, 0.50, 0.32], [1.38, -0.18, -0.30], [2.64, 0.67, -0.19], [1.55, -1.42, 0.39], [-2.53, -1.24, -1.06], [-0.85, -1.34, -1.59], [-1.72, 0.20, -1.71], [-0.93, -1.24, 0.87], [-3.16, -0.14, 1.10], [-2.47, 1.39, 0.52], [-1.94, 0.71, 2.07], [0.42, 0.77, 1.36], [0.00, 1.45, -0.22], [1.17, -0.38, -1.37], [2.88, 0.86, 0.86], [2.51, 1.63, -0.70], [3.49, 0.16, -0.65], [2.33, -1.85, 0.03]]
}

Which is most stable, and by how much? entry y, by 0.624 eV.

Entry w
{
  "formula": "C6H14O",
  "method": "ωB97M-V/def2-TZVPD",
  "gap_ev": 9.3448,
  "e_homo_ev": -8.408,
  "lumo_energy_ev": 0.937,
  "smiles": "CC=C(C)C.CO",
  "symbols": ["C", "C", "C", "C", "C", "H", "H", "H", "H", "H", "H", "H", "H", "H", "H", "C", "O", "H", "H", "H", "H"],
  "xyz": [[-2.67, -1.50, 0.02], [-1.69, -0.39, 0.30], [-0.36, -0.55, 0.61], [0.22, -1.95, 0.64], [0.19, 0.31, 1.73], [-3.66, -1.09, -0.17], [-2.82, -2.24, 0.82], [-2.39, -2.08, -0.86], [-2.20, 0.40, 0.83], [-0.27, -2.63, -0.05], [0.14, -2.42, 1.62], [1.27, -1.91, 0.36], [0.68, 1.18, 1.29], [0.87, -0.17, 2.42], [-0.60, 0.69, 2.39], [2.33, 2.76, -1.82], [1.95, 1.18, -1.84], [2.96, 3.11, -1.01], [1.32, 3.15, -1.83], [2.89, 3.19, -2.66], [1.85, 0.97, -2.80]]
}

Entry x
{
  "formula": "C6H14O",
  "method": "ωB97M-V/def2-TZVPD",
  "gap_ev": 9.7525,
  "e_homo_ev": -8.862,
  "lumo_energy_ev": 0.891,
  "smiles": "C/C=C/CCC.O",
  "symbols": ["C", "C", "C", "C", "C", "C", "H", "H", "H", "H", "H", "H", "H", "H", "H", "H", "H", "H", "O", "H", "H"],
  "xyz": [[2.34, -0.61, 2.68], [1.72, 0.48, 1.88], [1.03, 0.31, 0.75], [0.22, 1.36, 0.02], [0.07, 1.15, -1.47], [-0.62, -0.15, -1.96], [2.84, -0.26, 3.60], [2.98, -1.17, 2.00], [1.55, -1.30, 3.06], [1.76, 1.52, 2.25], [1.09, -0.58, 0.12], [-0.77, 1.51, 0.50], [0.78, 2.30, 0.13], [-0.53, 1.96, -1.90], [1.02, 1.23, -2.01], [-0.17, -1.14, -1.80], [-0.69, -0.10, -3.06], [-1.65, -0.15, -1.54], [-4.23, -2.15, -0.73], [-5.00, -1.67, -1.08], [-3.73, -2.55, -1.45]]
}

Entry y
{
  "formula": "C6H14O",
  "method": "ωB97M-V/def2-TZVPD",
  "gap_ev": 9.5050,
  "e_homo_ev": -8.624,
  "lumo_energy_ev": 0.881,
  "smiles": "C/C=C(/C)CC.O",
  "symbols": ["C", "C", "C", "C", "C", "C", "H", "H", "H", "H", "H", "H", "H", "H", "H", "H", "H", "H", "O", "H", "H"],
  "xyz": [[1.32, 0.60, 1.58], [-0.08, 0.13, 1.33], [-0.58, -0.41, 0.22], [-1.36, -1.73, 0.34], [0.01, -0.09, -1.13], [0.82, -1.19, -1.82], [1.59, 0.25, 2.58], [1.50, 1.67, 1.61], [2.11, 0.21, 0.93], [-0.65, -0.12, 2.21], [-1.44, -2.17, -0.65], [-0.88, -2.40, 1.04], [-2.38, -1.56, 0.68], [-0.74, 0.24, -1.84], [0.50, 0.89, -0.98], [1.30, -0.74, -2.68], [1.58, -1.67, -1.21], [0.13, -1.95, -2.18], [-0.84, 3.60, -0.28], [-0.43, 3.54, 0.59], [-1.48, 2.89, -0.34]]
}

Which is most stable, and by how much? entry x, by 0.237 eV.